[1]
Computed, not measured: C32H24BrCrN4OS6 as an isolated structure in a non-equilibrium geometry, with wB97M-V/def2-TZVPD.

Geometry as XYZ:
```
69
Properties=species:S:1:pos:R:3
Cr -0.461 -0.288 -0.057
Br 4.228 -5.868 1.887
C 2.845 -4.599 1.566
C 1.623 -5.059 1.068
C 0.609 -4.169 0.856
C 0.780 -2.778 1.074
O -0.208 -1.992 0.878
C 2.056 -2.325 1.543
C 2.335 -0.943 1.726
N 1.566 0.022 1.340
C 1.970 1.334 1.483
C 3.283 1.769 1.574
C 3.584 3.123 1.741
C 2.589 4.064 1.792
C 1.240 3.678 1.652
C 0.164 4.588 1.663
C -1.114 4.109 1.551
C -1.317 2.734 1.404
N -0.341 1.855 1.351
C 0.925 2.300 1.490
C 3.058 -3.269 1.820
H 1.491 -6.109 0.857
H -0.349 -4.501 0.481
H 3.283 -0.718 2.224
H 4.096 1.071 1.466
H 4.618 3.424 1.836
H 2.821 5.110 1.921
H 0.355 5.645 1.763
H -1.971 4.764 1.575
H -2.326 2.355 1.316
H 4.007 -2.935 2.211
C -1.957 -0.788 2.838
C -2.904 -0.420 1.746
C -4.291 -0.554 1.947
C -5.170 -0.127 0.991
C -4.669 0.514 -0.163
C -5.504 1.085 -1.140
C -4.958 1.727 -2.225
C -3.578 1.835 -2.364
C -2.718 1.281 -1.428
S -1.006 1.483 -1.585
C -3.255 0.586 -0.311
N -2.409 0.067 0.618
H -2.409 -0.593 3.806
H -1.041 -0.209 2.736
H -1.704 -1.846 2.777
H -4.645 -0.994 2.867
H -6.238 -0.235 1.118
H -6.574 1.028 -1.011
H -5.599 2.158 -2.980
H -3.148 2.365 -3.198
C 4.807 -1.381 -1.623
S 4.558 0.394 -1.293
C 3.336 0.783 -2.492
C 2.099 0.238 -2.533
S 1.526 -0.976 -1.456
S 1.101 0.729 -3.902
C 2.235 1.848 -4.613
S 1.901 2.702 -5.962
S 3.747 1.945 -3.741
H 5.555 -1.718 -0.912
H 5.163 -1.510 -2.641
H 3.865 -1.901 -1.467
C -2.057 -2.946 -3.269
C -1.707 -2.084 -2.184
N -1.374 -1.379 -1.335
H -2.808 -3.672 -2.959
H -1.163 -3.473 -3.606
H -2.443 -2.354 -4.098
```

Results
⟨S²⟩ = 0.764
Relative energy (zero: lowest compared OMol25 entry of this formula, charge and spin) = 52.27 kcal per mole
Multiplicity = 2
LUMO level (alpha / beta) = -1.05 / -0.71 eV
Strongest force on any atom = 3.1 eV Å⁻¹

[2]
Computed, not measured: C14H28N4OOsS2 as an isolated structure, with wB97M-V/def2-TZVPD.

Geometry as XYZ:
```
50
Properties=species:S:1:pos:R:3
Os 0.092 0.579 0.113
C -2.697 -0.659 1.656
C -1.846 0.028 2.716
N -0.421 -0.254 2.523
C -0.015 -1.632 2.824
C 0.791 -2.293 1.706
N 0.207 -2.061 0.391
C -1.064 -2.729 0.117
C -2.083 -1.762 -0.474
N -2.147 -0.518 0.297
H -2.791 -1.722 1.886
H -3.707 -0.250 1.709
H -1.978 1.104 2.638
H -2.204 -0.283 3.705
H 0.128 0.415 3.042
H 0.583 -1.664 3.736
H -0.910 -2.222 3.036
H 1.799 -1.875 1.694
H 0.888 -3.360 1.943
H 0.884 -2.244 -0.334
H -0.942 -3.573 -0.565
H -1.447 -3.151 1.047
H -1.782 -1.486 -1.486
H -3.057 -2.260 -0.538
H -2.648 0.183 -0.234
C -2.634 3.879 -2.950
O -2.285 3.802 -1.555
C -1.658 2.728 -1.109
S -1.264 2.712 0.538
S -1.223 1.434 -2.116
H -3.242 4.772 -3.039
H -3.191 2.999 -3.260
H -1.731 3.967 -3.549
C 2.753 1.480 -2.503
C 2.839 0.202 -1.667
C 4.310 -0.203 -1.517
C 2.103 -0.916 -2.401
C 2.243 0.426 -0.246
H 3.181 1.299 -3.494
H 3.296 2.305 -2.038
H 1.713 1.795 -2.633
H 4.777 -0.354 -2.496
H 4.403 -1.135 -0.951
H 4.875 0.571 -0.988
H 2.485 -1.017 -3.421
H 1.031 -0.720 -2.445
H 2.261 -1.886 -1.907
H 2.695 -0.267 0.464
N 2.526 2.835 0.738
C 2.456 1.771 0.291
```

Results
⟨S²⟩ = 6.016
Relative energy (zero: lowest compared OMol25 entry of this formula, charge and spin) = 0.00 kcal per mole
Multiplicity = 5
LUMO level (alpha / beta) = 0.36 / 0.36 eV
Strongest force on any atom = 0.7 eV Å⁻¹

[3]
Computed, not measured: a 13-piece molecular cluster, H26O13 overall in a non-equilibrium geometry, with wB97M-V/def2-TZVPD.

Geometry as XYZ:
```
39
Properties=species:S:1:pos:R:3
H 0.910 1.133 -1.307
H 0.272 0.533 -0.065
H -0.044 2.528 -2.834
H -0.139 2.142 -4.301
H 6.403 1.818 -2.275
H 5.114 1.123 -2.679
H 0.477 3.655 1.791
H -0.792 2.931 1.373
H -3.652 -2.770 -0.535
H -3.105 -1.426 -0.085
H -0.687 -1.800 -4.122
H 0.389 -2.296 -3.169
H 2.680 -0.688 3.452
H 3.674 -1.314 4.417
H 1.383 -2.816 -1.982
H 1.851 -1.372 -1.916
H -0.083 -1.975 1.830
H 0.144 -1.702 3.308
H -1.003 -1.667 0.506
H -1.423 -3.059 0.063
H -1.929 2.093 -0.777
H -1.282 3.423 -1.129
H -1.897 0.711 3.532
H -3.237 0.014 3.706
H -1.123 0.404 0.981
H -2.171 1.233 1.705
O 0.068 1.063 -0.844
O -0.250 1.785 -3.412
O 6.035 1.226 -2.941
O -0.035 2.857 1.964
O -3.759 -2.095 0.144
O -0.257 -1.590 -3.285
O 2.976 -1.540 3.792
O 2.177 -2.278 -1.883
O -0.545 -1.711 2.634
O -1.399 -2.142 -0.234
O -1.069 2.509 -0.910
O -2.698 0.727 4.069
O -1.979 0.333 1.418
```

Results
Relative energy (zero: lowest compared OMol25 entry of this formula, charge and spin) = 144.81 kcal per mole
LUMO level = -0.23 eV
Strongest force on any atom = 6.6 eV Å⁻¹

[4]
Computed, not measured: C4H3F2LaNO4 as an isolated structure in a non-equilibrium geometry, with wB97M-V/def2-TZVPD.

Geometry as XYZ:
```
15
Properties=species:S:1:pos:R:3
O 1.681 -0.512 1.910
C 1.821 -0.692 0.678
O 0.797 -1.489 0.002
C -0.150 -0.601 -0.714
N -0.822 0.252 0.312
C -2.278 -0.034 0.209
O -2.805 -0.623 1.186
F -3.098 0.255 -0.903
C -0.504 1.691 0.159
O -0.924 2.456 -0.722
F 0.397 2.231 1.148
H 2.697 -0.215 0.060
H -0.955 -1.301 -1.174
H 0.330 0.059 -1.520
La 3.812 -1.478 -0.632
```

Results
LUMO level = -17.58 eV
Strongest force on any atom = 9.3 eV Å⁻¹
Total charge = +3

[5]
Computed, not measured: C26H41HfN2O2P2 as an isolated structure in a non-equilibrium geometry, with wB97M-V/def2-TZVPD.

Geometry as XYZ:
```
74
Properties=species:S:1:pos:R:3
C -0.344 3.418 -2.534
C -0.392 2.081 -2.147
N 0.415 1.619 -1.152
C 1.342 2.444 -0.590
C 1.369 3.797 -0.908
C 0.517 4.296 -1.887
C -1.318 1.136 -2.869
P -1.767 -0.380 -1.899
Hf 0.305 -0.539 -0.433
P 2.673 0.073 0.310
C 2.332 1.907 0.426
C 0.314 -2.877 -0.612
C -0.767 -3.557 -0.062
C -0.636 -4.928 0.216
C 0.504 -5.626 -0.191
C 1.526 -4.949 -0.864
C 1.436 -3.563 -1.065
O -0.277 0.012 -5.208
O 0.828 -2.125 -4.041
H -1.004 3.733 -3.341
H 2.096 4.422 -0.392
H 0.543 5.351 -2.156
C -3.265 0.126 -1.012
C -2.358 -1.612 -3.075
H 3.306 2.407 0.287
H 1.994 2.130 1.454
H -0.863 0.804 -3.864
H -2.266 1.652 -3.105
C 3.314 -0.395 1.943
C 4.180 0.080 -0.697
H -1.702 -3.041 0.174
H -1.435 -5.442 0.749
H 0.590 -6.697 0.006
H 2.395 -5.495 -1.232
H 2.252 -3.017 -1.549
H 1.076 -1.750 -3.151
H 0.670 -3.072 -3.888
H 0.206 -0.800 -4.876
H 0.360 0.533 -5.719
H 1.202 -0.867 -1.903
H -4.058 0.326 -1.747
H -3.565 -0.704 -0.354
H -3.080 1.018 -0.397
H -3.228 -1.214 -3.615
H -1.560 -1.888 -3.776
H -2.655 -2.504 -2.507
H 4.987 0.572 -0.136
H 4.458 -0.960 -0.911
H 4.002 0.610 -1.641
H 4.243 0.155 2.149
H 2.567 -0.209 2.726
H 3.531 -1.472 1.913
C -2.205 3.165 3.921
N -1.347 2.877 2.808
C 0.002 3.349 2.880
C -1.696 1.802 1.900
C -1.353 0.417 2.399
C -1.986 -0.025 3.562
C -1.499 -1.134 4.256
C -0.455 -1.881 3.710
C 0.075 -1.520 2.463
C -0.414 -0.412 1.752
H -2.119 4.236 4.170
H -1.922 2.594 4.823
H -3.245 2.934 3.657
H 0.691 2.579 3.268
H 0.355 3.667 1.889
H 0.022 4.214 3.558
H -2.790 1.879 1.757
H -1.187 1.999 0.939
H -2.849 0.527 3.935
H -1.923 -1.406 5.220
H -0.036 -2.744 4.232
H 0.886 -2.138 2.055
```

Results
LUMO level = -3.33 eV
Strongest force on any atom = 4.1 eV Å⁻¹
Total charge = +1